[1]
Here is a single C4H5NO molecule in a non-equilibrium geometry from the Open Molecules 2025 dataset. Energies are from wB97M-V/def2-TZVPD.

Computed properties:
Structure (SMILES) = C#CCC(N)=O
E_LUMO = 0.8 eV

Each line ends with the Mulliken charge.
Positions of all 11 atoms, in Å:
1 C 2.27693 0.37398 -0.34789  0.19
2 C 1.30392 -0.23618 0.01973  -0.81
3 C 0.06701 -0.99585 -0.06667  -0.43
4 C -1.23931 -0.25594 0.30933  0.59
5 N -1.20609 1.10197 0.23499  -0.35
6 O -2.22428 -0.86789 0.67765  -0.61
7 H 3.21166 0.87008 -0.38452  0.43
8 H 0.03156 -1.97228 0.42220  0.32
9 H 0.25183 -1.21916 -1.12488  0.24
10 H -2.07233 1.60363 0.37049  0.22
11 H -0.40088 1.59764 -0.11043  0.20

Cartesian forces, eV/Å:
-0.085 -0.183 0.978
0.525 0.391 -0.068
0.082 -0.102 -0.213
-0.019 -0.096 -0.176
-0.024 -0.100 -0.147
0.449 0.091 -0.246
0.147 0.200 -0.227
0.283 0.319 0.266
-1.534 -0.250 -0.241
0.197 -0.153 0.039
-0.020 -0.118 0.036

---

[2]
Here is a single C4H5NO molecule in a non-equilibrium geometry from the Open Molecules 2025 dataset. Energies are from wB97M-V/def2-TZVPD.

Computed properties:
E_LUMO = -0.2 eV

Each line ends with the Mulliken charge.
Positions of all 11 atoms, in Å:
1 C -1.46710 0.15315 0.06014  -1.10
2 C -0.38022 -0.30575 -0.90800  -0.08
3 C 1.06480 -0.23561 -0.56387  -0.53
4 O 1.15102 0.19457 0.72858  -0.19
5 C 2.38285 0.25162 1.18874  0.69
6 N 3.44272 0.30723 1.64928  -0.41
7 H -1.37861 -0.34546 1.02971  0.31
8 H -2.45402 -0.07870 -0.35221  0.36
9 H -1.41588 1.23257 0.23248  0.29
10 H -0.45186 0.19530 -1.88442  0.33
11 H -0.49369 -1.36893 -1.18042  0.31

Cartesian forces, eV/Å:
0.009 0.024 0.079
0.110 0.006 -0.030
-0.342 0.047 0.098
0.172 -0.069 -0.121
0.942 0.035 0.400
-1.085 -0.014 -0.414
-0.019 0.064 -0.143
0.165 0.057 0.068
0.002 -0.158 -0.014
0.024 -0.066 0.072
0.021 0.075 0.005

---

[3]
Here is a single C4H5NO molecule in a non-equilibrium geometry from the Open Molecules 2025 dataset. Energies are from wB97M-V/def2-TZVPD.

Computed properties:
Structure (SMILES) = [H]/N=C/OCC#C
E_LUMO = 0.9 eV

Each line ends with the Mulliken charge.
Positions of all 11 atoms, in Å:
1 H 2.34417 1.45155 -0.38994  0.23
2 N 1.39948 1.14035 -0.18758  -0.61
3 C 1.39908 0.23936 0.69583  0.14
4 O 0.26758 -0.32755 1.14634  -0.35
5 C -0.91807 0.13749 0.50768  -0.31
6 C -1.05552 -0.40374 -0.82172  0.00
7 C -1.25611 -1.02260 -1.84234  -0.30
8 H 2.25501 -0.20314 1.20997  0.36
9 H -0.96506 1.22283 0.47100  0.30
10 H -1.74851 -0.25749 1.10282  0.27
11 H -1.72206 -1.97707 -1.89206  0.27

Cartesian forces, eV/Å:
-0.024 -0.040 0.000
0.109 -0.163 0.235
0.141 0.150 -0.099
0.063 0.135 0.143
-0.160 0.276 0.071
-0.056 -0.118 -0.266
-0.185 -0.154 1.104
-0.037 0.099 -0.092
0.096 0.140 0.236
0.185 0.149 -0.031
-0.131 -0.473 -1.300

---

[4]
Here is a single C4H5NO molecule in a non-equilibrium geometry from the Open Molecules 2025 dataset. Energies are from wB97M-V/def2-TZVPD.

Computed properties:
Structure (SMILES) = CC#CC(N)=O
E_LUMO = 0.8 eV

Each line ends with the Mulliken charge.
Positions of all 11 atoms, in Å:
1 C 1.60559 -1.16231 1.16671  -0.85
2 C 1.10382 0.01443 0.48952  -0.04
3 C 0.29678 0.71425 -0.07782  0.01
4 C -1.11138 1.01127 -0.34184  0.60
5 N -1.49906 0.85311 -1.63680  -0.38
6 O -1.88195 1.29161 0.55809  -0.57
7 H 2.13405 -1.09325 2.11581  0.30
8 H 2.12527 -1.86282 0.49200  0.25
9 H 0.55088 -1.36850 1.44982  0.24
10 H -2.47341 0.99906 -1.85065  0.23
11 H -0.85059 0.60315 -2.36483  0.22

Cartesian forces, eV/Å:
-0.590 -0.045 0.221
-0.061 0.831 -0.686
0.275 -0.208 0.398
-0.107 0.175 0.016
-0.100 0.112 -0.004
0.202 0.041 -0.371
0.236 0.590 -0.234
-0.623 0.109 0.379
0.697 -1.631 0.133
0.143 -0.050 -0.017
-0.072 0.075 0.165

---

[5]
Here is 2 unconnected molecules or ions with the total composition C4H5NO in a non-equilibrium geometry from the Open Molecules 2025 dataset. Energies are from wB97M-V/def2-TZVPD.

Computed properties:
E_LUMO = -0.2 eV

Each line ends with the Mulliken charge.
Positions of all 11 atoms, in Å:
1 O 0.53502 -0.26255 -1.37962  -0.53
2 C 1.25477 -0.98927 -0.58349  0.13
3 N 0.76707 -1.34649 0.53913  -0.57
4 C -1.06636 -0.08045 -0.26792  -0.39
5 C -0.86276 1.20933 0.30552  -0.25
6 C -0.70544 2.30611 0.77479  0.11
7 H 2.26049 -1.26640 -0.92353  0.40
8 H 1.37606 -1.89961 1.12536  0.19
9 H -1.54621 -0.12902 -1.22512  0.28
10 H -1.44970 -0.82519 0.45104  0.24
11 H -0.56292 3.28353 1.18385  0.40

Cartesian forces, eV/Å:
-1.347 -0.218 1.435
-0.217 -0.134 0.414
0.508 -0.312 0.282
0.552 0.179 -0.833
0.058 0.240 -0.095
-0.021 -0.209 -0.073
-0.172 0.184 -0.135
0.291 -0.099 -0.045
-0.459 0.316 -0.169
0.849 0.275 -0.715
-0.043 -0.223 -0.067

---

[6]
Here is a single C4H5NO molecule in a non-equilibrium geometry from the Open Molecules 2025 dataset. Energies are from wB97M-V/def2-TZVPD.

Computed properties:
Structure (SMILES) = O=C1CN2C[C@@H]12
E_LUMO = 1.0 eV

Each line ends with the Mulliken charge.
Positions of all 11 atoms, in Å:
1 O -1.65639 1.45957 0.87328  -0.53
2 C -0.84666 0.67446 0.47842  0.38
3 C -0.90308 -0.53411 -0.46776  -0.34
4 N 0.39901 -0.92363 0.09119  -0.31
5 C 1.40592 0.30067 -0.33570  -0.68
6 C 0.57726 0.30042 0.88476  0.02
7 H -1.66596 -1.26622 -0.19783  0.25
8 H -0.89436 -0.37908 -1.55141  0.25
9 H 0.97563 0.88679 -1.15500  0.21
10 H 1.64825 -0.83061 -0.52136  0.46
11 H 0.96039 0.31174 1.90141  0.31

Cartesian forces, eV/Å:
0.363 -0.291 -0.050
-0.430 0.562 0.083
-0.470 0.092 -0.094
-0.573 -0.338 0.175
-0.593 -0.889 -0.429
-0.117 -0.123 0.388
-0.200 0.214 0.024
-0.065 -0.029 0.208
0.251 -0.368 0.033
1.901 1.171 -0.237
-0.067 -0.001 -0.101

---

[7]
Here is a single C4H5NO molecule in a non-equilibrium geometry from the Open Molecules 2025 dataset. Energies are from wB97M-V/def2-TZVPD.

Computed properties:
E_LUMO = 1.1 eV

Each line ends with the Mulliken charge.
Positions of all 11 atoms, in Å:
1 O 2.25013 0.98506 0.36582  -0.40
2 C 1.24330 0.38580 -0.27674  -0.53
3 C -0.45627 -1.27269 -0.29909  -0.42
4 C -1.34800 -0.97949 0.58511  -0.21
5 C -1.03127 0.17346 -0.28873  -0.31
6 N 0.09656 1.05149 -0.08958  0.07
7 H 3.01917 0.45615 0.12649  0.44
8 H 0.16223 -2.07260 -0.69917  0.39
9 H -2.12518 -1.38636 1.19936  0.36
10 H -1.84906 0.64553 -0.85598  0.39
11 H 0.03840 2.01365 0.23252  0.22

Cartesian forces, eV/Å:
0.421 0.444 -0.285
0.056 0.532 0.543
-1.236 -0.084 -0.443
-0.251 -0.165 0.290
0.227 -0.466 -0.663
0.494 -0.336 0.217
0.075 0.247 0.161
-0.489 0.532 -0.350
0.170 0.169 0.697
0.552 -0.602 -0.443
-0.019 -0.272 0.275

---

[8]
Here is a single C4H5NO molecule in a non-equilibrium geometry from the Open Molecules 2025 dataset. Energies are from wB97M-V/def2-TZVPD.

Computed properties:
Structure (SMILES) = Cc1ccon1
E_LUMO = 1.0 eV

Each line ends with the Mulliken charge.
Positions of all 11 atoms, in Å:
1 C 1.57912 0.33344 0.13941  -1.17
2 C 0.08546 0.32150 0.13519  0.92
3 C -0.64455 -0.72103 -0.38353  -0.23
4 C -1.84987 -0.47212 -0.18291  -0.64
5 O -1.84385 0.71320 0.44901  -0.13
6 N -0.66391 1.24473 0.46731  -0.51
7 H 2.10209 1.15596 0.71363  0.31
8 H 2.22161 0.42908 -0.68163  0.33
9 H 1.79414 -0.60658 0.65137  0.26
10 H -0.06985 -1.55380 -0.83046  0.31
11 H -2.71038 -0.84439 -0.47739  0.55

Cartesian forces, eV/Å:
0.695 0.799 2.880
5.306 -0.465 -2.417
7.052 -5.406 -2.398
-1.513 2.948 2.020
-5.811 1.288 -0.242
0.225 3.427 2.929
-1.365 -0.720 0.230
-0.104 -0.506 -2.293
0.641 0.052 -0.040
-1.094 0.341 0.170
-4.031 -1.757 -0.839

---

[9]
Here is a single C4H5NO molecule in a non-equilibrium geometry from the Open Molecules 2025 dataset. Energies are from wB97M-V/def2-TZVPD.

Computed properties:
Structure (SMILES) = C=C1COC=N1
E_LUMO = 0.9 eV

Each line ends with the Mulliken charge.
Positions of all 11 atoms, in Å:
1 C 1.03135 1.07025 0.95918  -0.78
2 C 0.37795 0.42577 -0.01151  0.59
3 C -0.00497 -0.98379 0.23861  -0.32
4 O -1.20505 -1.13234 -0.54346  -0.35
5 C -1.16953 -0.05171 -1.36292  0.10
6 N -0.25982 0.83959 -1.20816  -0.56
7 H 0.86311 0.69603 1.96679  0.19
8 H 1.65352 1.94302 0.86590  0.27
9 H -0.03943 -1.09638 1.32473  0.30
10 H 0.73140 -1.70401 -0.14022  0.20
11 H -1.97853 -0.00643 -2.08894  0.37

Cartesian forces, eV/Å:
-0.008 0.301 -0.137
0.207 0.020 0.430
0.165 -0.032 0.185
-0.136 0.153 0.142
0.133 0.135 -0.103
0.063 -0.361 -0.009
0.780 -0.341 -0.183
-0.474 0.523 -0.195
-0.910 -0.581 -0.148
-0.070 0.204 -0.076
0.250 -0.021 0.095

---

[10]
Here is a single C4H5NO molecule in a non-equilibrium geometry from the Open Molecules 2025 dataset. Energies are from wB97M-V/def2-TZVPD.

Computed properties:
Structure (SMILES) = O=C1C=CCN1
E_LUMO = 0.2 eV

Each line ends with the Mulliken charge.
Positions of all 11 atoms, in Å:
1 O 2.31038 -0.83202 0.11644  -0.61
2 C 1.18592 -0.41670 -0.07322  0.23
3 C 0.76858 0.99665 -0.18924  -0.37
4 C -0.54943 1.10956 0.01893  -0.22
5 C -1.17456 -0.26924 -0.12052  -0.30
6 N 0.00561 -1.12254 -0.01637  -0.09
7 H 1.43115 1.84734 -0.17888  0.41
8 H -0.37019 1.71936 0.94088  0.23
9 H -1.91996 -0.43276 0.65738  0.27
10 H -1.68562 -0.44734 -1.08750  0.24
11 H 0.01317 -2.12782 -0.07003  0.20

Cartesian forces, eV/Å:
-0.251 -0.189 -0.246
0.230 -0.315 -0.424
0.529 -0.209 -0.763
1.052 -0.215 0.939
-0.013 0.114 0.400
0.217 -0.168 -0.073
0.369 -0.187 0.450
-2.427 0.871 -0.710
0.158 -0.256 0.147
0.228 0.482 0.353
-0.092 0.071 -0.072

---

The following ΔE to the lowest compared entry with this formula, charge and spin values (in kJ/mol) correspond, in order, to the records above: 159.2; 383.8; 313.9; 198.6; 429.6; 450.8; 474.3; 301.9; 164.6; 188.9.